No. 1
{
  "formula": "C49H41CoGeN8S5",
  "method": "ωB97M-V/def2-TZVPD",
  "de_lowest_kcal_mol": 0.0,
  "max_force_ev_per_a": 2.00,
  "homo_energy_ev": [-4.4820, -7.0842],
  "e_tot_ev": -211716.952,
  "homo_lumo_gap_ev": [4.7422, 7.2012],
  "total_charge": 0,
  "spin_multiplicity": 5,
  "species": ["Ge", "Co", "S", "S", "S", "S", "S", "N", "N", "N", "N", "N", "N", "N", "N", "C", "C", "C", "C", "C", "C", "C", "C", "C", "C", "C", "C", "C", "C", "C", "C", "C", "C", "C", "C", "C", "C", "C", "C", "C", "C", "C", "C", "C", "C", "C", "C", "C", "C", "C", "C", "C", "C", "C", "C", "C", "C", "C", "C", "C", "C", "C", "C", "C", "H", "H", "H", "H", "H", "H", "H", "H", "H", "H", "H", "H", "H", "H", "H", "H", "H", "H", "H", "H", "H", "H", "H", "H", "H", "H", "H", "H", "H", "H", "H", "H", "H", "H", "H", "H", "H", "H", "H", "H", "H"],
  "coordinates": [[-2.66514, 0.34937, -0.43572], [1.01403, 0.85178, -0.34375], [0.83270, 5.60411, -0.86428], [0.87519, 0.56430, -4.83930], [-2.24054, 0.94870, 4.43453], [1.26316, -2.14916, 0.42259], [7.91502, 0.45881, -2.00266], [1.18339, 0.86689, 1.60139], [3.02469, 0.79933, -0.29299], [0.89665, 4.12530, 1.42326], [1.01417, -1.32013, -2.88634], [0.93224, 3.06127, -0.66528], [0.99544, 0.95363, -2.32481], [-0.58125, -4.01986, 0.17304], [1.53686, -4.65026, -0.45331], [0.93575, 3.36251, -2.01517], [6.19889, 0.51792, -2.21329], [3.47120, 0.76765, 1.01221], [-3.56290, 1.50878, 0.86572], [-0.31225, -6.11365, -1.02613], [-2.78663, 1.02609, 6.05746], [-3.56158, -4.26056, 0.41239], [-4.86958, 2.04511, -3.66320], [5.90156, 0.46781, -3.55015], [-4.41745, 1.71223, -2.38803], [0.87633, 2.19415, -4.26727], [7.04998, 0.38249, -4.38925], [-2.78233, 0.24489, -3.35298], [0.94974, -0.00778, -3.20558], [-2.52946, -2.17097, 1.02658], [-3.92199, -2.28672, -0.92552], [-4.52153, 1.02808, 1.75883], [-4.27845, 1.47457, -4.78276], [-5.12246, 1.87854, 2.68423], [-1.13660, -5.35530, -0.00380], [4.28488, 0.70418, 3.68781], [-3.11180, -1.53241, -0.07498], [0.88320, 4.13261, 0.06484], [0.71494, -3.69787, 0.03630], [-2.75510, -3.52167, 1.27447], [0.88972, 4.67408, -2.31797], [-4.76846, 3.22012, 2.72795], [-0.79498, 0.51841, -0.37797], [0.24794, 0.89076, 2.54891], [-3.36810, 0.80684, -2.21481], [-4.14354, -3.64237, -0.68699], [-3.81228, 3.71364, 1.84610], [3.91825, 0.71700, -1.25993], [-3.23244, 0.57175, -4.62732], [5.21921, 0.65701, 2.71981], [0.50986, 0.88421, 3.91088], [1.87096, 0.81861, 4.31747], [5.74840, 0.60123, 0.27751], [2.86986, 0.77747, 3.37575], [4.85268, 0.67810, 1.31998], [8.21233, 0.36824, -3.68840], [1.15563, -6.04589, -0.64642], [2.50837, 0.80860, 2.00582], [-0.57401, 0.93888, 4.89979], [-3.21348, 2.86227, 0.92439], [-0.47802, 0.99508, 6.26297], [5.29575, 0.61069, -1.05944], [-1.74230, 1.04389, 6.92371], [0.95201, 2.20867, -2.92465], [1.77313, -6.46494, -1.43859], [-4.88451, 2.16504, -1.51903], [-4.63212, 1.73091, -5.77510], [-4.77557, -4.21393, -1.35706], [6.27287, 0.60138, 2.97423], [1.33771, -6.62696, 0.26142], [-2.16623, -5.25320, -0.34143], [-3.74185, -5.31281, 0.60365], [-2.76675, 0.12755, -5.50034], [-0.45174, -5.66339, -2.01148], [-5.68373, 2.75101, -3.78229], [0.63343, 4.95323, 1.92344], [-1.85924, 1.09232, 7.99899], [9.22666, 0.31006, -4.05645], [2.50761, -4.39029, -0.45877], [3.52637, 0.74167, -2.27179], [4.57630, 0.68631, 4.73296], [6.81082, 0.52873, 0.49466], [0.94497, -1.56083, -1.89509], [0.81945, 3.02413, -4.95680], [-0.64038, -7.15094, -1.07423], [0.72433, 3.23578, 1.87007], [7.00393, 0.33488, -5.47020], [-3.84626, 1.05547, 6.27102], [-4.79854, -0.02218, 1.73492], [2.12852, 0.78942, 5.37033], [-1.14799, -5.89377, 0.94697], [-2.45595, 3.24902, 0.24487], [4.88757, 0.48274, -3.93347], [-1.16520, -3.28552, 0.54633], [0.46672, 1.00902, 6.79268], [-5.86321, 1.49163, 3.37535], [0.88262, 5.15451, -3.28571], [0.71102, -1.99984, -3.55904], [-1.95768, -0.45526, -3.23430], [-5.23642, 3.88221, 3.44761], [-3.53465, 4.76147, 1.87838], [-4.38006, -1.81398, -1.78887], [-1.87890, -1.60856, 1.69313], [-0.77384, 0.93035, 2.17942], [-2.30957, -3.99450, 2.14339]],
  "forces_ev_per_a": [[0.07, 0.03, -0.15], [0.26, -0.13, -0.23], [0.02, 0.05, 0.09], [-0.03, -0.09, -0.09], [0.02, 0.00, -0.20], [0.24, -0.05, 0.07], [0.01, 0.01, 0.11], [0.33, 0.00, 0.23], [0.05, 0.03, 0.26], [0.05, -0.03, -0.18], [-0.03, 0.23, 0.01], [0.08, -0.05, -0.17], [0.08, 0.23, -0.14], [1.47, -0.52, -0.54], [0.11, -0.05, 0.08], [-0.01, -0.36, 0.13], [0.05, 0.01, 0.12], [0.04, 0.01, -0.25], [-0.06, 0.01, 0.14], [0.12, 0.07, 0.05], [-0.03, 0.00, -0.09], [-0.95, 0.67, 0.45], [0.05, -0.03, 0.07], [-0.08, -0.03, -0.15], [0.07, -0.09, -0.11], [0.05, 0.08, -0.29], [-0.19, 0.02, -0.03], [-0.04, 0.07, 0.00], [0.04, -0.12, 0.01], [-0.86, 0.42, 0.27], [0.13, -0.08, 0.10], [-0.01, 0.14, -0.07], [0.01, -0.01, 0.04], [0.03, -0.04, -0.08], [0.68, -0.13, -0.57], [-0.11, 0.00, 0.02], [-0.06, -0.15, 0.05], [-0.07, 0.06, 0.00], [-0.51, -0.42, -0.27], [-1.77, 0.48, 0.79], [0.00, 0.27, -0.17], [0.01, -0.01, -0.05], [-0.43, 0.17, 0.23], [-0.18, -0.02, 0.02], [-0.11, 0.02, -0.08], [-0.03, 0.12, 0.07], [0.01, -0.08, -0.03], [0.01, 0.01, -0.13], [0.02, -0.01, 0.08], [0.03, 0.01, -0.12], [0.00, 0.01, 0.16], [-0.10, 0.00, 0.15], [0.15, 0.00, -0.14], [0.06, 0.00, 0.07], [0.07, -0.02, 0.06], [0.07, 0.00, 0.09], [0.03, 0.15, -0.07], [-0.26, 0.02, -0.02], [-0.04, -0.01, -0.11], [-0.01, -0.06, 0.10], [0.01, 0.02, 0.25], [0.10, 0.00, -0.03], [0.19, 0.00, 0.07], [-0.09, -0.01, 0.38], [0.09, 0.00, -0.01], [0.01, -0.01, -0.04], [0.02, 0.00, 0.04], [0.01, 0.01, 0.01], [-0.06, -0.01, -0.02], [0.01, -0.01, 0.07], [0.88, -0.33, -0.19], [-0.20, 0.16, 0.11], [-0.01, 0.01, 0.03], [-0.02, -0.01, 0.00], [0.02, -0.02, 0.01], [-0.04, 0.02, 0.02], [0.02, 0.00, -0.07], [-0.12, 0.00, 0.01], [0.09, -0.02, -0.02], [-0.02, 0.00, 0.07], [-0.02, 0.00, -0.05], [-0.07, 0.00, 0.00], [0.02, 0.00, -0.02], [-0.02, -0.11, 0.13], [0.00, -0.03, -0.02], [0.03, -0.01, -0.02], [-0.01, 0.00, 0.09], [0.14, 0.00, -0.01], [0.00, 0.06, 0.02], [-0.01, 0.01, -0.06], [-0.03, -0.07, 0.13], [-0.06, -0.02, 0.05], [0.12, 0.00, 0.01], [0.57, -0.25, -0.44], [-0.09, 0.00, -0.04], [0.02, 0.01, -0.03], [-0.01, -0.08, 0.12], [0.00, -0.03, -0.01], [-0.04, 0.04, -0.03], [0.03, -0.03, -0.02], [-0.01, -0.04, 0.00], [0.01, -0.03, 0.04], [-0.01, -0.03, -0.04], [0.03, -0.02, -0.03], [-0.02, 0.03, -0.05]],
  "mulliken_spin": [0.035, 1.264, 0.009, 0.000, 0.013, -0.002, 0.009, 0.090, 0.072, 0.000, 0.015, -0.003, 0.021, 0.004, 0.005, -0.033, -0.052, 0.086, 0.038, 0.001, 0.034, 0.003, 0.000, 0.062, -0.009, 0.002, -0.025, 0.034, -0.015, 0.087, -0.002, 0.000, 0.003, 0.003, 0.001, 0.009, -0.054, -0.005, 0.019, 0.028, 0.006, 0.001, 1.410, 0.080, 0.010, 0.002, 0.024, 0.009, 0.021, -0.044, 0.091, 0.148, 0.061, 0.010, 0.030, 0.047, 0.000, 0.159, -0.047, 0.037, 0.065, 0.095, -0.018, 0.031, 0.000, 0.003, 0.000, 0.000, -0.002, 0.000, 0.000, 0.000, 0.000, 0.000, 0.000, 0.001, 0.000, 0.003, -0.002, -0.011, -0.002, 0.020, -0.004, 0.001, 0.000, -0.004, -0.001, 0.004, 0.003, 0.030, 0.000, -0.010, 0.009, -0.011, 0.008, 0.000, -0.001, 0.000, 0.000, 0.000, 0.000, 0.004, -0.032, 0.020, 0.000]
}

---

No. 2
{
  "formula": "C49H41N10O2SSbW",
  "method": "ωB97M-V/def2-TZVPD",
  "de_lowest_kcal_mol": 2.7,
  "max_force_ev_per_a": 0.42,
  "homo_energy_ev": -12.1730,
  "e_tot_ev": -89656.692,
  "homo_lumo_gap_ev": 4.1908,
  "total_charge": 2,
  "species": ["W", "Sb", "S", "O", "O", "N", "N", "N", "N", "N", "N", "N", "N", "N", "N", "C", "C", "C", "C", "C", "C", "C", "C", "C", "C", "C", "C", "C", "C", "C", "C", "C", "C", "C", "C", "C", "C", "C", "C", "C", "C", "C", "C", "C", "C", "C", "C", "C", "C", "C", "C", "C", "C", "C", "C", "C", "C", "C", "C", "C", "C", "C", "C", "C", "H", "H", "H", "H", "H", "H", "H", "H", "H", "H", "H", "H", "H", "H", "H", "H", "H", "H", "H", "H", "H", "H", "H", "H", "H", "H", "H", "H", "H", "H", "H", "H", "H", "H", "H", "H", "H", "H", "H", "H", "H"],
  "coordinates": [[1.26249, 0.89038, 0.65248], [-1.20823, -0.77392, -3.47392], [0.72443, -1.81455, 6.76190], [0.10230, 1.01391, -0.85866], [-0.12385, 2.87804, -2.15334], [-0.45316, 1.83085, 1.58643], [3.06853, 1.36748, 1.07474], [1.49741, 2.54047, -0.47473], [1.24608, 0.09170, 2.68022], [3.61396, -8.19876, -2.64975], [-3.31368, 6.12148, 2.21036], [-2.14051, 3.20527, 1.65846], [-3.24654, 5.24206, 1.15917], [3.75056, 0.25107, 9.44991], [-2.95567, 7.26910, 1.81350], [3.32098, -7.15867, -2.26309], [-2.08494, -0.48906, -6.39672], [1.89833, -0.02035, 4.98553], [-2.45316, -1.05976, -5.17982], [-1.52800, -2.72668, -1.13652], [2.95271, -5.85811, -1.77653], [0.65076, -1.33780, -4.37019], [0.97266, -1.04085, 5.23928], [-2.48436, 5.47654, -1.25849], [2.00379, -2.69976, -5.82834], [-1.68446, 2.07789, 1.10529], [0.17835, -1.46396, 4.15622], [-1.59686, -3.94277, -0.46612], [3.46102, -5.41428, -0.55247], [0.75540, -2.29654, -5.37379], [-4.50016, -1.83872, -6.18994], [2.51568, 0.72415, 9.32447], [3.15823, -2.14313, -5.29202], [1.99621, 0.50728, 3.72378], [-2.50548, 1.22222, 0.20464], [-2.16250, 8.19038, -0.39898], [-1.65535, -3.86266, -3.24351], [2.09226, -5.06012, -2.52965], [-1.87726, 7.80095, -1.68734], [1.81418, -0.76802, -3.85373], [-2.91380, -0.59778, -7.50287], [1.89849, -2.08195, -0.35012], [1.91411, -0.99869, 7.80515], [-2.77969, 5.88401, 0.04276], [-3.44277, 3.86404, 1.40198], [-4.12338, -1.27300, -7.40007], [-0.15602, 2.85255, 2.48971], [1.73401, -3.81285, -2.06390], [0.45164, 2.28380, -1.31205], [-1.68826, -5.12239, -1.19089], [2.23735, -3.36191, -0.83815], [-1.19454, 3.71010, 2.52824], [-3.66909, -1.73103, -5.08363], [-2.03224, 6.46486, -2.10636], [4.07398, -0.84975, 8.78053], [3.19121, -1.52017, 7.94158], [0.34041, -0.89010, 2.92892], [-2.61401, 7.19886, 0.47431], [1.60914, -0.96584, 0.07345], [3.10450, -4.16950, -0.08386], [-1.54953, -2.67070, -2.52844], [1.55171, 0.13574, 8.51390], [-1.72473, -5.07916, -2.57921], [3.06392, -1.16811, -4.30772], [2.27844, 1.61229, 9.89760], [1.06816, -3.18779, -2.64344], [-2.73237, 1.73755, -0.73064], [-1.45536, -1.80669, -0.56333], [4.12838, -6.04922, 0.01242], [2.07530, -3.44307, -6.61210], [-3.44489, 0.97139, 0.69941], [3.61898, 0.82221, 1.73018], [-1.81568, -5.99725, -3.14612], [-2.60388, 4.45643, -1.60040], [4.12771, -2.45587, -5.65635], [1.70874, -5.41773, -3.47464], [-1.98574, 0.30573, -0.05093], [-0.55746, -2.24657, 4.28216], [-1.52799, 8.53235, -2.40268], [-4.77038, -1.35901, -8.26265], [3.49261, -2.42116, 7.42495], [0.55337, 0.54669, 8.45142], [2.53431, 0.36464, 5.76944], [-0.26004, -1.22104, 2.08981], [-1.14007, 0.03499, -6.49541], [2.03846, 3.39304, -0.53294], [-1.35930, 4.62092, 3.07892], [-1.58917, -3.97296, 0.61719], [-1.79260, 6.20878, -3.12965], [-2.04978, 9.21272, -0.06717], [-4.07492, 3.75266, 2.28127], [3.65473, 1.99456, 0.53866], [-0.13677, -2.72681, -5.81365], [3.96108, -0.71564, -3.90393], [1.74774, -0.00014, -3.08697], [5.08230, -1.22054, 8.91973], [3.49068, -3.80904, 0.85989], [-1.69343, -3.84493, -4.32632], [-5.44111, -2.36651, -6.10645], [0.77554, 2.90102, 3.02707], [-1.74593, -6.07358, -0.67826], [-3.90162, 3.37794, 0.54398], [-3.97440, -2.18581, -4.14766], [2.69116, 1.31396, 3.53088], [-2.61502, -0.15775, -8.44501]],
  "forces_ev_per_a": [[0.10, 0.20, 0.13], [-0.28, 0.11, -0.10], [0.02, 0.02, -0.05], [-0.21, -0.32, -0.19], [0.11, 0.17, -0.02], [0.24, 0.02, 0.01], [-0.01, 0.12, 0.16], [0.31, 0.00, 0.02], [0.06, -0.20, 0.18], [0.01, -0.04, -0.02], [0.02, -0.04, 0.00], [0.03, -0.07, 0.10], [-0.06, 0.02, -0.04], [0.03, 0.02, 0.03], [-0.01, 0.03, 0.04], [0.00, 0.02, 0.01], [0.05, -0.01, 0.04], [0.01, 0.03, -0.02], [0.09, -0.07, 0.03], [-0.01, -0.07, -0.04], [-0.03, 0.04, 0.00], [-0.02, 0.15, 0.13], [0.00, -0.03, 0.03], [-0.01, 0.02, 0.00], [0.00, -0.02, -0.03], [-0.14, -0.02, -0.04], [0.00, 0.01, -0.03], [0.00, -0.02, -0.03], [-0.01, 0.03, 0.01], [0.03, -0.03, 0.02], [0.00, 0.02, -0.06], [-0.02, -0.02, -0.03], [0.00, 0.04, 0.03], [0.00, 0.08, 0.02], [0.02, 0.04, 0.01], [0.00, 0.00, 0.00], [-0.03, 0.00, 0.06], [0.02, 0.00, 0.03], [0.00, 0.04, 0.02], [-0.02, -0.04, 0.00], [-0.08, -0.04, -0.02], [0.01, -0.25, -0.29], [0.00, -0.01, -0.01], [0.03, 0.06, 0.05], [0.00, -0.03, 0.00], [0.03, 0.01, 0.02], [-0.04, 0.07, 0.05], [-0.12, 0.07, -0.13], [-0.30, -0.01, -0.24], [0.00, 0.01, 0.04], [0.06, 0.09, 0.17], [0.02, -0.07, 0.00], [0.03, 0.00, 0.04], [0.00, -0.04, -0.01], [-0.03, -0.02, -0.02], [0.01, 0.01, 0.00], [-0.03, -0.01, -0.03], [0.01, -0.08, -0.08], [-0.09, 0.23, 0.02], [0.04, -0.04, 0.04], [0.11, 0.05, -0.01], [0.00, 0.02, 0.02], [-0.01, -0.03, -0.04], [0.02, -0.05, -0.04], [0.00, 0.01, 0.01], [0.03, -0.02, 0.02], [0.04, -0.02, -0.02], [0.02, 0.02, 0.01], [0.00, 0.00, 0.01], [0.01, 0.00, 0.00], [0.00, 0.00, -0.01], [-0.03, 0.04, 0.00], [0.01, 0.00, 0.01], [0.00, 0.00, 0.00], [0.01, 0.00, 0.00], [0.00, -0.01, -0.01], [-0.03, 0.02, 0.03], [-0.01, 0.00, -0.01], [0.00, 0.01, 0.00], [0.00, 0.00, 0.00], [0.00, 0.00, 0.00], [0.00, 0.00, 0.00], [0.01, 0.01, 0.00], [0.02, -0.01, 0.02], [0.00, 0.00, 0.01], [0.01, -0.04, 0.04], [0.00, 0.01, 0.00], [0.00, -0.01, 0.00], [0.00, -0.01, 0.00], [0.00, 0.01, 0.00], [0.00, 0.02, -0.02], [-0.01, -0.10, 0.00], [-0.01, 0.00, 0.00], [0.01, 0.00, -0.01], [-0.01, -0.02, -0.02], [0.01, 0.00, 0.00], [0.01, -0.01, 0.00], [0.00, 0.00, -0.01], [-0.01, 0.00, -0.01], [0.00, -0.01, -0.03], [0.00, 0.00, 0.01], [0.00, 0.00, 0.02], [0.00, 0.00, 0.01], [-0.01, -0.02, 0.03], [-0.01, 0.00, -0.01]],
  "lowdin_charge": [1.806, 1.535, 1.114, -0.325, 0.173, -0.065, -0.126, -0.019, -0.143, 0.203, 0.057, 0.036, -0.079, 0.089, 0.095, -0.154, -0.144, -0.018, -0.422, -0.171, -0.184, -0.410, -0.480, -0.013, -0.069, -0.285, -0.051, -0.093, 0.005, -0.124, -0.078, -0.113, -0.074, -0.117, 0.022, 0.007, -0.125, 0.021, -0.062, -0.165, -0.076, 0.012, -0.537, -0.170, -0.042, -0.073, -0.091, 0.014, -0.710, -0.076, -0.214, 0.008, -0.142, -0.060, -0.113, -0.071, -0.112, -0.216, -0.147, 0.006, -0.404, -0.072, -0.069, -0.086, 0.119, 0.092, 0.101, 0.054, 0.132, 0.112, 0.110, 0.050, 0.114, 0.101, 0.110, 0.135, 0.048, 0.125, 0.112, 0.109, 0.114, 0.114, 0.121, 0.112, 0.098, 0.122, 0.135, 0.098, 0.114, 0.124, 0.154, 0.059, 0.099, 0.104, 0.072, 0.119, 0.124, 0.099, 0.108, 0.107, 0.110, 0.140, 0.094, 0.110, 0.109]
}